119
Properties=species:S:1:pos:R:3:forces:R:3 method="wB97M-V/def2-TZVPD" homo_energy_ev=-8.51 e_tot_ev=-69416.341 orbital_gap_ha=0.3154 smiles=C#CCc1nc2cc(O)c(CC(N)(N)N)cc2nc1CCc1ccccc1.COCCOCCOC.COCCOCCOC.COCCOCCOC largest_force_ha_per_bohr=0.0159
C 1.57829 1.98431 4.71661 0.3 -0.5 -0.4
C 1.22486 2.28948 3.61124 -0.2 0.2 0.0
C 0.80519 2.66031 2.25256 0.3 -0.2 0.2
C 1.33312 1.63129 1.26473 -0.2 0.4 0.2
N 2.44880 1.93089 0.66172 -0.3 -0.6 -0.1
C 2.92655 0.96938 -0.17973 0.5 0.3 -0.2
C 4.14398 1.20451 -0.85926 0.2 0.2 -0.1
C 4.66102 0.26726 -1.70110 0.0 -0.4 0.0
O 5.85045 0.43338 -2.36113 -0.2 0.1 0.1
C 4.00233 -0.97169 -1.91864 -0.1 -0.1 -0.2
C 4.58609 -2.02818 -2.82436 -0.3 -0.1 0.8
C 5.61226 -2.97908 -2.10669 0.4 0.2 -0.2
N 5.39633 -4.37945 -2.44110 0.3 -0.1 0.1
N 6.93731 -2.62990 -2.62105 -0.3 -0.1 0.3
N 5.56676 -2.79174 -0.64939 -0.1 0.0 0.0
C 2.81770 -1.19456 -1.27937 -0.1 0.2 0.1
C 2.25350 -0.24010 -0.39438 -0.3 -0.3 0.0
N 1.06807 -0.51129 0.23515 0.4 0.4 0.1
C 0.62553 0.40085 1.06135 -0.3 -0.3 -0.2
C -0.64963 0.12605 1.83418 0.5 -0.3 0.1
C -1.35116 -1.18324 1.48943 -0.6 0.3 0.1
C -2.41673 -1.12307 0.40212 0.4 -0.4 0.2
C -2.83236 0.03818 -0.22572 -0.1 0.3 -0.3
C -3.82969 0.01755 -1.20214 0.2 -0.4 0.3
C -4.41797 -1.18930 -1.54271 -0.2 0.2 -0.2
C -4.00899 -2.36595 -0.92745 0.1 0.0 0.1
C -3.01448 -2.33248 0.03705 -0.3 0.2 -0.2
H 2.02729 1.50911 5.55569 -0.1 0.3 0.2
H -0.28064 2.72282 2.21749 0.0 0.1 0.0
H 1.23295 3.62924 2.00114 0.0 0.0 -0.1
H 4.67919 2.13462 -0.70129 -0.1 0.0 0.1
H 6.12449 1.35068 -2.25857 0.1 0.0 0.0
H 3.74823 -2.64006 -3.15898 0.0 0.0 -0.2
H 5.07761 -1.58574 -3.68519 0.0 0.0 -0.1
H 4.41529 -4.61934 -2.45168 0.0 0.0 -0.1
H 5.81353 -4.59887 -3.33537 -0.2 0.1 -0.1
H 7.62061 -3.23076 -2.16804 0.0 0.0 0.0
H 7.12350 -1.67434 -2.33050 0.1 0.0 -0.2
H 6.48482 -2.98109 -0.26737 0.0 -0.1 -0.1
H 4.95562 -3.48328 -0.22861 -0.1 0.1 0.0
H 2.28946 -2.12744 -1.43474 0.0 0.0 0.0
H -1.32491 0.97466 1.74509 -0.1 0.0 0.0
H -0.36877 0.08903 2.89235 0.0 0.1 0.0
H -0.63994 -1.96805 1.24098 0.2 0.1 0.0
H -1.86785 -1.50948 2.39766 0.0 -0.1 0.0
H -2.38101 0.99316 0.01085 0.1 0.0 0.0
H -4.13527 0.93401 -1.68776 0.0 0.0 0.0
H -5.19722 -1.20284 -2.29496 0.0 -0.1 0.0
H -4.45278 -3.31080 -1.21445 0.0 0.0 0.0
H -2.70342 -3.26051 0.50201 0.1 0.0 0.1
C 0.41629 -6.93832 -5.85355 0.1 0.1 -0.1
O -0.06265 -5.65548 -5.51572 -0.1 -0.1 0.3
C -1.44364 -5.45155 -5.75731 0.1 0.1 -0.1
C -2.14464 -4.76780 -4.60148 -0.1 0.2 0.0
O -2.27161 -5.53786 -3.41878 -0.1 -0.1 0.0
C -1.12836 -5.76354 -2.61039 0.0 -0.1 0.0
C -0.61396 -4.55175 -1.86310 0.2 0.0 0.1
O -0.00190 -3.60853 -2.72066 -0.2 0.0 -0.2
C -0.39199 -2.26194 -2.50271 0.2 -0.1 -0.1
H 0.64020 -7.00797 -6.92352 0.0 -0.1 0.0
H 1.33660 -7.10628 -5.29378 0.0 0.0 0.0
H -0.29906 -7.72136 -5.58325 0.0 0.0 0.0
H -1.94520 -6.40108 -5.97237 0.0 0.0 0.0
H -1.54826 -4.80607 -6.63903 -0.1 0.0 0.0
H -3.17419 -4.59383 -4.92614 0.0 0.0 0.0
H -1.70650 -3.78876 -4.39760 0.2 -0.1 0.0
H -0.32704 -6.24719 -3.17276 0.1 0.2 -0.1
H -1.46687 -6.47905 -1.85611 0.0 0.0 0.0
H 0.13372 -4.89993 -1.13613 -0.1 0.0 0.1
H -1.43595 -4.09759 -1.30324 0.0 0.1 -0.1
H -1.45322 -2.17705 -2.25175 0.0 0.0 0.0
H -0.21357 -1.71747 -3.43009 0.1 -0.1 0.0
H 0.21345 -1.80911 -1.71665 -0.2 0.1 0.1
C -2.52764 2.56674 12.03828 -0.1 0.1 0.0
O -1.77891 3.50982 11.30372 0.1 -0.2 -0.2
C -0.51785 3.83545 11.85927 -0.1 0.1 0.0
C 0.58826 3.85029 10.82445 0.1 0.1 -0.1
O 0.93951 2.58845 10.28473 0.1 -0.1 0.0
C 0.06799 1.95849 9.36038 -0.1 -0.1 0.1
C 0.00139 2.59079 7.98620 -0.2 -0.1 -0.1
O -0.67186 3.83522 7.99241 0.2 0.1 0.3
C -0.03517 4.85834 7.25660 -0.2 0.0 0.0
H -3.06594 3.04546 12.86341 0.0 -0.1 0.1
H -3.25517 2.12130 11.35987 0.0 0.1 0.0
H -1.89320 1.76870 12.43663 0.0 0.0 0.0
H -0.25258 3.13730 12.66029 0.0 -0.1 0.0
H -0.58092 4.84146 12.29411 0.1 0.0 0.1
H 1.49021 4.18604 11.34320 0.0 0.0 0.0
H 0.38312 4.58033 10.03915 -0.2 -0.1 0.0
H -0.93166 1.82586 9.77840 -0.1 0.2 0.0
H 0.49214 0.95995 9.22497 0.0 0.0 0.0
H -0.55019 1.90520 7.32912 0.1 -0.1 0.0
H 1.01386 2.69304 7.58267 0.0 0.1 0.1
H 1.05223 4.82541 7.37615 0.0 0.0 0.0
H -0.39620 5.81326 7.63908 0.0 0.0 0.0
H -0.28099 4.78966 6.19199 0.1 0.0 0.0
C -4.16829 5.50164 -5.17520 -0.1 -0.1 0.1
O -3.85220 4.12702 -5.15469 0.3 0.1 -0.1
C -3.90079 3.48394 -6.41589 -0.1 0.0 0.1
C -2.70192 2.59128 -6.66244 0.0 -0.2 0.0
O -1.46540 3.25860 -6.84241 0.0 0.0 -0.1
C -0.81871 3.84378 -5.72422 0.0 0.1 0.0
C -0.22673 2.87012 -4.72770 0.1 0.1 0.2
O -1.22111 2.19144 -3.98443 -0.2 -0.1 -0.3
C -1.01777 0.80191 -3.83993 0.0 0.1 0.2
H -5.25231 5.65846 -5.16230 0.0 0.1 -0.1
H -3.74030 5.95287 -4.28004 0.0 0.0 0.0
H -3.74224 6.00131 -6.05079 0.0 0.0 0.0
H -3.97624 4.21791 -7.22514 0.0 0.0 0.0
H -4.79823 2.85242 -6.44688 0.0 0.0 -0.1
H -2.88282 2.09054 -7.61738 0.0 0.0 0.0
H -2.63054 1.81015 -5.90299 0.0 0.1 0.1
H -1.46196 4.57063 -5.22439 -0.1 -0.1 0.1
H 0.01789 4.39973 -6.15524 0.0 0.0 0.0
H 0.39680 3.44538 -4.03002 0.1 0.0 -0.1
H 0.42622 2.16400 -5.25191 -0.1 -0.1 0.0
H -0.61246 0.35283 -4.75288 0.0 0.0 0.0
H -1.98585 0.34523 -3.62943 0.0 0.0 0.1
H -0.34501 0.59356 -3.00029 0.1 -0.1 0.0

141
Properties=species:S:1:pos:R:3:forces:R:3 method="wB97M-V/def2-TZVPD" homo_energy_ev=-10.04 e_tot_ev=-87720.936 orbital_gap_ha=0.2650 largest_force_ha_per_bohr=0.0485 charge=+1
C 1.07439 6.25075 0.67826 0.1 0.0 -0.2
O 0.87008 5.08826 1.48688 -1.2 0.4 -0.2
B -0.04229 4.16424 1.00170 1.3 -0.3 0.2
O 0.29779 3.41107 -0.10041 -1.3 0.4 0.0
C -1.43978 4.03324 1.80591 1.0 0.2 -0.2
N -2.35948 5.06066 1.12769 -0.1 0.4 -0.1
C -3.54312 4.36017 0.49527 1.6 -1.5 -1.2
C -3.13079 4.10925 -0.98200 -1.2 0.6 0.4
C -4.38793 3.78688 -1.81085 1.0 -0.4 -0.2
O -3.98612 2.85330 -2.78265 -0.2 0.3 0.0
C -4.97940 2.61456 -3.77745 0.5 -0.5 -0.2
C -4.32149 1.70857 -4.79784 0.4 0.1 0.4
O -3.44830 2.48864 -5.62198 0.0 -0.2 0.2
C -2.33425 1.76937 -6.01280 0.0 -0.6 -0.6
C -1.07124 2.19349 -5.67003 0.3 0.5 0.4
C 0.06716 1.46544 -6.01915 -0.4 -0.1 -0.3
C -0.05411 0.28167 -6.73138 -0.2 -0.6 0.1
C 1.13824 -0.57914 -7.13563 0.0 0.0 -1.2
C 0.82285 -2.10262 -7.08221 -0.5 0.9 0.4
C 1.37094 -0.25150 -8.65070 0.7 0.2 0.8
C 2.45386 -0.21237 -6.43260 -0.5 -0.1 0.4
C 2.60026 -0.40582 -4.88349 1.0 0.1 -0.1
C 3.76931 -1.40682 -4.65233 -0.7 0.2 0.3
C 3.04166 0.92949 -4.21749 -0.1 0.0 -0.3
C 1.39615 -0.96797 -4.13196 -0.1 0.1 0.4
C -1.34184 -0.12584 -7.11673 0.0 0.1 0.2
C -2.46723 0.59553 -6.77020 -0.1 0.7 0.4
C -3.56400 2.99651 1.20267 -0.6 0.3 0.4
C -2.18437 2.66850 1.88346 -2.0 1.4 -0.3
C -1.46826 1.45388 1.28239 0.5 0.2 0.9
C -1.95558 0.06452 1.72324 -0.1 -0.3 -0.7
C -3.21783 -0.51286 1.04800 -0.6 -0.1 0.1
C -3.26906 -0.30637 -0.47464 0.5 -0.5 0.4
C -4.54944 -0.08996 1.74395 1.0 0.5 0.2
N -2.56437 2.48764 3.32956 1.2 -0.2 0.5
C -1.61184 2.24547 4.06091 0.4 -0.9 -0.4
S -0.30789 1.77266 4.77525 -0.6 0.4 0.2
H 0.16822 6.86981 0.61615 0.0 -0.1 0.1
H 1.84152 6.87436 1.12556 0.1 -0.2 0.0
H 1.36367 5.96554 -0.33761 0.2 0.1 0.0
H 0.41609 3.90806 -0.91616 0.6 -0.2 -0.1
H -1.21430 4.51553 2.76300 -0.2 -0.6 0.3
H -1.81475 5.51206 0.39405 -0.3 0.2 -0.2
H -2.64013 5.83165 1.73558 0.0 -0.3 0.5
H -4.47229 4.91453 0.57487 0.2 0.3 0.2
H -2.44258 3.26539 -0.98982 0.1 0.1 -0.3
H -2.68250 5.00529 -1.42495 0.3 -0.1 0.0
H -5.17261 3.36454 -1.16903 -0.2 0.1 -0.1
H -4.71432 4.70409 -2.31265 -0.4 0.0 0.2
H -5.28651 3.54885 -4.25744 -0.1 0.0 0.1
H -5.81976 2.09273 -3.30768 -0.2 0.1 -0.2
H -3.70032 1.01165 -4.22698 -0.2 -0.2 0.0
H -5.04377 1.13125 -5.37744 -0.1 0.2 -0.1
H -0.97309 3.10830 -5.09471 0.0 0.0 0.0
H 1.04595 1.82258 -5.73290 -0.1 0.1 0.1
H 0.12932 -2.29930 -6.26353 0.3 -0.3 0.1
H 0.28461 -2.38434 -7.98606 0.2 -0.2 -0.1
H 1.73696 -2.68122 -6.97308 0.0 -0.1 -0.1
H 0.56497 -0.63372 -9.27041 0.0 0.1 -0.1
H 1.49829 0.82701 -8.76857 -0.2 0.0 -0.2
H 2.32910 -0.69389 -8.93948 -0.2 -0.2 -0.3
H 2.68589 0.82245 -6.69835 0.0 0.0 0.1
H 3.23455 -0.80744 -6.91297 -0.1 0.0 0.0
H 3.42073 -2.42249 -4.85511 0.2 0.0 -0.3
H 4.03298 -1.38011 -3.59241 0.2 -0.1 -0.1
H 4.64191 -1.15350 -5.25197 0.0 -0.1 0.0
H 3.50462 1.60510 -4.94095 0.0 -0.1 0.0
H 3.79996 0.74319 -3.45684 -0.2 0.0 0.2
H 2.19824 1.46327 -3.77325 0.0 0.0 0.1
H 0.51505 -0.32712 -4.17400 0.0 0.0 -0.1
H 1.67001 -1.04736 -3.07365 0.0 0.0 0.0
H 1.12035 -1.97255 -4.44942 0.0 0.1 -0.1
H -1.48735 -1.03493 -7.68470 0.1 0.0 0.0
H -3.46535 0.29057 -7.05754 0.1 -0.2 -0.1
H -3.86278 2.22397 0.49958 0.0 0.0 0.0
H -4.31737 3.05736 1.98668 0.0 -0.3 0.0
H -0.42333 1.52306 1.61089 0.0 -0.1 -0.1
H -1.42797 1.55586 0.19914 -0.1 0.0 0.0
H -1.14175 -0.62377 1.47959 0.0 0.1 0.1
H -2.07584 0.00478 2.80455 0.0 0.1 0.0
H -3.15108 -1.59368 1.19092 0.2 0.1 0.1
H -3.18035 0.73497 -0.78743 -0.3 0.0 -0.1
H -2.42723 -0.84240 -0.92375 0.0 0.1 -0.1
H -4.18059 -0.75893 -0.86402 -0.1 0.2 -0.1
H -5.18356 0.49532 1.07807 -0.3 -0.2 0.0
H -5.06995 -0.94578 2.16555 -0.2 0.0 -0.3
H -4.29439 0.55285 2.59311 -0.2 0.0 0.0
O 2.33256 0.08237 1.19000 0.0 -0.2 -0.1
C 2.99960 0.79630 1.91548 -0.2 0.0 -0.1
N 2.61836 2.08732 2.11632 0.0 0.2 0.2
C 4.23080 0.31459 2.63236 0.0 0.2 0.1
H 3.10535 2.74318 2.69810 0.1 -0.1 0.0
H 1.78031 2.37957 1.64592 0.1 0.0 -0.1
H 4.96411 -0.01551 1.89810 0.0 -0.1 0.0
H 3.96046 -0.52840 3.27014 0.0 0.0 0.0
H 4.67873 1.09085 3.25259 0.0 0.0 0.0
O -1.40552 -3.21816 2.47990 0.0 0.0 -0.1
C -0.28710 -3.52089 2.85738 0.0 0.0 0.1
N -0.03417 -4.74405 3.40119 -0.1 -0.2 -0.2
C 0.88714 -2.58480 2.75368 0.1 -0.2 0.0
H 0.87195 -5.02133 3.72888 0.1 0.1 0.1
H -0.80428 -5.38706 3.48736 0.0 0.0 0.1
H 0.66859 -1.68191 3.32118 0.0 0.1 -0.1
H 1.03438 -2.31690 1.70849 0.0 0.1 0.0
H 1.80911 -3.02000 3.13782 0.0 0.0 0.0
O 4.17960 -2.09918 5.28324 0.0 0.1 -0.1
C 5.31960 -2.36689 5.62813 0.1 -0.1 0.1
N 5.68233 -3.60550 6.03228 -0.2 -0.1 -0.1
C 6.41495 -1.32392 5.63537 0.1 -0.1 0.1
H 6.61548 -3.81840 6.32875 0.0 0.1 0.0
H 4.99377 -4.35003 6.03568 0.0 0.0 0.0
H 6.12430 -0.51148 6.29924 0.0 0.0 -0.1
H 6.53679 -0.93165 4.62670 0.0 0.1 0.0
H 7.36964 -1.72637 5.97151 0.0 0.0 0.0
O -1.25730 -8.65999 -0.35159 0.1 -0.1 0.0
C -0.59458 -7.91684 0.34198 -0.1 0.1 -0.1
N -0.87808 -6.59041 0.44872 0.0 0.1 0.0
C 0.59426 -8.40024 1.14129 0.1 0.2 0.1
H -0.34688 -5.95578 1.01645 0.0 0.0 0.0
H -1.66342 -6.23603 -0.06988 0.0 0.0 0.0
H 1.32573 -8.83080 0.46024 0.0 -0.1 0.0
H 0.26161 -9.16905 1.83660 0.0 -0.1 -0.1
H 1.06890 -7.59493 1.70393 0.0 0.0 0.0
O 3.98474 -6.05304 5.88917 0.0 0.0 0.0
C 4.01418 -7.26918 5.80003 0.0 -0.1 0.0
N 3.70547 -7.90155 4.64039 -0.1 0.1 0.0
C 4.39209 -8.15603 6.95889 0.0 -0.1 -0.1
H 3.72137 -8.89876 4.53839 0.0 0.0 0.1
H 3.45884 -7.33518 3.84774 0.0 0.0 -0.1
H 3.69900 -7.97762 7.77877 0.1 0.1 0.0
H 5.39892 -7.90116 7.28434 0.0 0.1 0.1
H 4.36451 -9.21313 6.69898 0.0 0.0 0.0
O -1.52728 5.53742 4.75605 0.1 0.1 -0.2
C -2.67007 5.73427 5.14299 -0.2 0.0 0.0
N -3.66251 4.86615 4.81969 0.1 0.1 -0.3
C -3.05495 6.93432 5.97033 -0.1 -0.1 0.0
H -4.62160 4.99448 5.08475 0.0 0.0 0.1
H -3.38680 4.05131 4.28126 -0.3 -0.1 0.2
H -2.81305 7.83999 5.41665 0.1 0.0 0.0
H -2.48108 6.92363 6.89493 0.1 0.0 0.0
H -4.11591 6.94444 6.21589 0.0 0.0 0.0